[1]
Molecular formula: C13H21NO2S
Method: DFT, ωB97M-V/def2-TZVPD

Structure (XYZ):
```
38
Properties=species:S:1:pos:R:3:forces:R:3
C -6.259531 -0.944860 -0.751018 0.1 0.2 0.1
C -5.027050 -0.296743 -0.134140 0.0 -0.2 -0.2
C -3.788563 -1.175506 -0.289783 0.2 0.5 0.3
C -2.539624 -0.508852 0.278130 0.0 -0.3 0.0
O -2.236349 0.624721 -0.507400 -0.2 -0.1 -0.1
C -1.282042 1.495336 0.041679 0.4 0.1 0.1
C 0.149070 0.946190 0.020306 -0.3 0.2 0.0
C 1.152011 2.002192 0.483792 -0.2 0.0 -0.1
N 2.501736 1.490322 0.461743 -0.2 -0.1 0.3
C 3.429264 1.905399 -0.427123 0.3 -0.3 0.4
O 3.266658 2.832882 -1.185780 0.0 0.3 -0.4
C 4.744268 1.115917 -0.355568 -0.1 0.3 -0.2
C 4.528827 -0.339904 -0.144025 0.0 -0.3 -0.2
C 4.736119 -1.072675 0.985507 0.0 0.2 -0.2
C 4.371708 -2.431521 0.842845 -0.1 -0.2 -0.1
C 3.882525 -2.710382 -0.390209 -0.1 0.2 -0.3
S 3.858788 -1.322986 -1.408382 0.2 0.0 0.6
H -6.466834 -1.901887 -0.276241 -0.1 -0.1 0.0
H -7.130031 -0.305009 -0.627753 -0.1 0.0 0.0
H -6.107633 -1.116517 -1.814119 0.0 0.0 -0.1
H -4.833553 0.662406 -0.615854 0.0 0.1 0.1
H -5.206464 -0.110529 0.927652 0.0 0.1 0.0
H -3.616583 -1.374118 -1.348403 0.0 -0.1 -0.1
H -3.939706 -2.128964 0.220541 0.0 -0.1 0.0
H -2.713830 -0.203115 1.322222 0.0 0.0 0.0
H -1.702472 -1.222930 0.265169 -0.1 0.1 0.1
H -1.333121 2.396736 -0.574864 0.0 0.0 0.1
H -1.559046 1.759831 1.075331 0.0 0.0 -0.1
H 0.220098 0.071717 0.672466 0.0 -0.1 0.0
H 0.391702 0.633914 -0.996980 0.0 0.0 0.0
H 1.134888 2.865017 -0.185469 0.0 0.0 0.1
H 0.906046 2.334058 1.498615 0.0 0.1 -0.1
H 2.696552 0.670632 1.017463 0.1 0.0 -0.2
H 5.336002 1.525018 0.467300 0.0 0.0 -0.1
H 5.278679 1.304621 -1.288493 0.0 0.1 0.1
H 5.149719 -0.660319 1.889471 0.1 0.1 0.1
H 4.473479 -3.161744 1.625458 0.0 -0.2 0.1
H 3.534309 -3.648341 -0.774087 -0.1 -0.2 0.0
```
Forces are in eV/Å.

**Energy above the lowest of the compared OMol25 structures with the same formula, charge and spin**: 14.03 kJ/mol
**M**: 255.4 u
**Strongest force on any atom**: 0.6 eV/Å
**E_tot**: -30242.25045 eV
**Lowest unoccupied orbital energy**: 0.02463 Eh
**Kohn-Sham gap**: 9.60 eV
**Charge**: 0

Which charges does Löwdin predict for the atoms? In e, they are: -0.118, -0.271, -0.193, -0.241, -0.147, -0.230, -0.156, -0.180, 0.061, -0.510, 0.065, -0.110, -0.561, -0.147, -0.191, -0.414, 1.042, 0.069, 0.066, 0.071, 0.107, 0.109, 0.119, 0.116, 0.126, 0.118, 0.131, 0.127, 0.110, 0.127, 0.124, 0.126, 0.130, 0.131, 0.122, 0.113, 0.100, 0.059

=====

[2]
Molecular formula: C13H21NO3Os
Method: DFT, ωB97M-V/def2-TZVPD

Structure (XYZ):
```
39
Properties=species:S:1:pos:R:3:forces:R:3
Os 7.170334 -0.960479 9.084288 0.2 0.0 1.3
C 7.224408 -0.218381 12.491174 -0.2 0.3 -0.5
C 7.854372 -0.932407 11.300116 0.7 0.5 0.2
C 7.788633 -2.358395 11.220593 0.4 0.1 0.8
C 6.848881 -3.095655 12.142170 -0.5 0.0 -0.7
C 8.705502 -3.071632 10.408004 -0.6 -0.1 -0.2
C 8.795117 -4.564712 10.548120 0.5 0.0 0.2
C 9.541649 -2.365829 9.507945 0.5 0.0 -0.3
C 10.338560 -3.127492 8.468090 -0.6 0.1 -0.4
C 9.693179 -0.960190 9.601819 -0.5 0.1 0.1
C 10.783487 -0.240884 8.857521 -0.1 -0.1 0.2
C 8.763606 -0.206545 10.418794 1.1 -0.5 1.4
C 8.953538 1.286873 10.567095 -1.1 0.1 -0.9
H 7.793259 0.695079 12.721306 -0.3 -0.4 0.0
H 7.242067 -0.873452 13.375682 -0.1 0.3 -0.4
H 6.189293 0.076155 12.247789 0.3 -0.1 0.5
H 7.292099 -3.357946 13.118632 0.0 0.2 -0.4
H 6.535980 -4.023833 11.642233 0.0 0.2 0.4
H 5.955494 -2.471727 12.303952 0.3 -0.4 0.2
H 8.692184 -4.822403 11.616303 0.0 0.0 -0.5
H 9.781382 -4.908232 10.204493 -0.4 0.0 0.1
H 8.025784 -5.106613 9.981650 0.1 0.1 0.1
H 11.348810 -3.405222 8.796105 -0.2 0.1 0.0
H 10.411957 -2.516434 7.557249 0.2 -0.2 0.3
H 9.782767 -4.029542 8.168722 0.4 0.2 0.2
H 11.152003 0.592105 9.473790 0.0 -0.3 -0.3
H 10.416367 0.158768 7.896542 0.3 -0.1 0.2
H 11.600440 -0.944218 8.671763 -0.1 0.3 -0.1
H 9.734218 1.623937 11.265182 -0.2 -0.4 -0.2
H 7.980154 1.696996 10.872983 0.5 0.2 0.0
H 9.152628 1.666192 9.552445 0.1 0.3 0.5
O 5.734273 -0.263171 6.147021 4.0 -3.6 0.3
N 6.669378 -1.119088 6.084038 -2.0 1.4 -5.4
O 7.181299 -1.641950 5.043873 -2.0 2.1 5.7
O 7.229357 -1.566766 7.371302 0.0 -0.7 -2.6
C 5.622337 0.289684 9.049572 -1.0 0.6 0.2
H 5.300101 0.622283 10.047111 0.2 -0.2 0.1
H 4.756562 -0.217781 8.590952 0.2 0.0 0.0
H 5.839748 1.194984 8.464126 0.2 -0.2 -0.1
```
Forces are in eV/Å.

**Energy above the lowest of the compared OMol25 structures with the same formula, charge and spin**: 0.00 kJ/mol
**M**: 429.5 u
**Strongest force on any atom**: 6.4 eV/Å
**E_tot**: -23896.51445 eV
**Lowest unoccupied orbital energy (alpha / beta)**: -0.30690 / -0.40305 Eh
**Kohn-Sham gap (alpha / beta)**: 8.28 / 6.57 eV
**Charge**: +2
**2S+1**: 5

Which charges does Löwdin predict for the atoms? In e, they are: 1.796, 0.005, -0.293, -0.219, -0.005, -0.159, 0.010, -0.192, -0.003, -0.210, 0.010, -0.348, -0.018, 0.099, 0.110, 0.104, 0.133, 0.103, 0.104, 0.113, 0.104, 0.127, 0.126, 0.103, 0.105, 0.108, 0.125, 0.103, 0.132, 0.093, 0.101, 0.104, -0.304, 0.171, -0.290, -0.214, 0.047, 0.056, 0.062

=====

[3]
Molecular formula: C13H21NO4P
Method: DFT, ωB97M-V/def2-TZVPD

Structure (XYZ):
```
40
Properties=species:S:1:pos:R:3:forces:R:3
C 5.600250 -1.499516 -0.893417 -0.8 0.5 -0.6
C 4.488261 -0.574370 -0.380205 0.3 -1.2 0.6
O 3.950996 -0.717641 0.684688 0.5 0.6 -0.8
N 4.085090 0.493642 -1.309373 -1.3 -0.5 0.3
C 3.480723 1.666478 -0.616474 0.5 0.6 0.3
P 3.155900 -0.101991 -2.588238 0.8 0.8 -0.4
C 1.582780 0.768495 -2.862876 -0.6 -0.5 0.1
C 0.384517 0.308680 -1.953527 1.0 -0.2 0.5
C 0.750814 -0.642073 -0.784174 -1.5 -0.5 0.2
C -0.599134 -1.195511 -0.193220 -0.1 0.9 0.0
O -1.058174 -0.405341 0.898589 2.6 -0.1 -1.4
H 6.397897 -1.569672 -0.148969 -0.2 0.1 -0.2
H 5.969056 -1.124860 -1.857824 0.2 -0.1 0.4
H 5.182647 -2.501629 -1.066031 0.1 0.2 0.3
H 2.410170 1.578175 -0.407233 0.3 0.0 -0.1
H 3.704085 2.576727 -1.188266 -0.2 -0.3 0.0
H 4.005124 1.775210 0.340029 -0.2 -0.1 -0.2
H 3.923817 0.090164 -3.759486 -0.3 -0.2 0.2
H 3.033591 -1.495996 -2.451817 -0.1 0.3 -0.1
H 1.300377 0.566375 -3.908610 0.4 0.1 0.2
H 1.773916 1.847531 -2.786564 0.2 -0.3 0.0
H -0.344494 -0.222941 -2.573973 0.1 0.4 0.0
H -0.060758 1.214017 -1.523012 -0.1 -0.2 -0.3
H 1.317978 -1.534456 -1.089697 0.1 0.4 -0.1
H 1.220515 -0.129434 0.066931 0.3 -0.3 -0.4
H -0.508753 -2.229403 0.153249 0.1 0.3 0.1
H -1.392739 -1.154439 -0.963376 0.4 -0.3 0.0
H -0.934240 0.523529 0.665956 -0.2 -0.1 0.1
C -6.284191 -0.615144 3.024790 0.1 -0.1 0.0
C -5.123931 -1.116181 2.607079 -0.1 0.1 0.0
C -3.983209 -0.234089 2.256724 0.0 -0.3 0.0
O -2.922379 -0.688755 1.872763 -2.3 0.0 1.3
C -4.187491 1.228916 2.391929 -0.1 0.0 0.0
C -5.346766 1.731242 2.809000 0.1 0.1 0.0
C -6.487219 0.847831 3.159442 -0.1 0.0 0.1
O -7.541746 1.305632 3.540989 0.1 0.0 0.0
H -7.126825 -1.243344 3.284330 0.0 0.0 0.0
H -4.957786 -2.180959 2.503672 0.0 0.0 0.0
H -3.345482 1.859072 2.133490 0.0 0.0 0.0
H -5.513188 2.796030 2.912711 -0.1 0.0 0.0
```
Forces are in eV/Å.

**M**: 286.3 u
**Strongest force on any atom**: 2.9 eV/Å
**E_tot**: -32780.70500 eV
**Lowest unoccupied orbital energy**: -0.11123 Eh
**Kohn-Sham gap**: 8.51 eV
**Charge**: +1

Which charges does Löwdin predict for the atoms? In e, they are: 0.009, -0.507, 0.132, -0.255, -0.073, 1.061, -0.288, -0.211, -0.200, -0.222, -0.105, 0.103, 0.080, 0.095, 0.072, 0.100, 0.108, 0.047, 0.059, 0.102, 0.098, 0.114, 0.121, 0.092, 0.105, 0.128, 0.119, 0.087, 0.023, 0.024, -0.354, 0.078, 0.021, 0.023, -0.385, 0.116, 0.124, 0.121, 0.116, 0.123

=====

[4]
Molecular formula: C13H21NO5S
Method: DFT, ωB97M-V/def2-TZVPD

Structure (XYZ):
```
41
Properties=species:S:1:pos:R:3:forces:R:3
C -1.585844 -0.689825 3.816976 -0.4 0.2 0.7
C -0.744028 -1.086770 2.881323 -0.3 -0.1 -0.8
C -1.064563 -0.720015 1.421217 1.5 -0.2 0.5
O -2.264165 -1.354475 0.923005 -0.1 1.3 -1.3
S -2.885407 -0.269465 -0.135416 -2.7 0.8 -1.0
O -3.858654 -0.894512 -0.979784 0.9 -1.5 -0.1
O -3.498920 0.845485 0.531855 1.5 0.2 1.0
C -1.498048 0.263061 -1.189686 1.2 -0.3 0.4
C -0.239267 -0.673424 -1.014074 -1.4 -0.7 -0.7
N -0.600928 -1.959656 -1.650397 0.8 0.1 0.3
C 0.168424 -0.914340 0.478187 0.9 -0.3 2.1
C 0.732817 -2.351116 0.574590 -0.2 -0.2 0.1
C -0.009527 -3.453489 0.930720 -0.2 0.3 0.7
C 1.272309 0.058509 1.026512 0.2 -0.8 0.0
C 2.452061 0.314756 0.045538 -0.3 1.2 0.3
C 2.296734 1.761700 -0.530455 0.2 0.0 0.3
O 2.395145 1.783300 -1.971274 -0.1 0.5 0.7
C 1.295009 2.326179 -2.573781 0.2 0.8 -0.1
C 0.798555 3.746558 -2.293125 0.3 -0.4 1.7
O 0.726024 1.671849 -3.374904 -0.9 -1.1 -1.4
H -2.642570 -0.525486 3.572883 0.5 0.8 0.0
H -1.240582 -0.479583 4.835019 -0.4 -0.9 -0.1
H 0.171115 -1.627678 3.142373 0.1 0.8 -0.3
H -1.245066 0.373264 1.446639 -0.1 -0.5 0.0
H -1.250087 1.330155 -1.083878 -0.5 -0.3 0.4
H -1.847049 0.087984 -2.216656 -0.1 0.2 0.5
H 0.552956 -0.251260 -1.649141 -0.1 0.0 0.5
H -1.380595 -2.399698 -1.171852 0.0 0.0 -0.3
H -0.773354 -1.833994 -2.640994 -0.2 0.0 0.2
H 1.806122 -2.499979 0.357986 -0.8 0.1 -2.0
H -0.391298 -3.549651 1.961147 -1.6 0.9 -1.0
H -0.321001 -4.246907 0.236432 1.9 -0.7 0.6
H 0.786540 0.976258 1.404411 0.5 -0.1 -0.4
H 1.699522 -0.430831 1.918828 -0.4 0.2 -0.3
H 2.524741 -0.422997 -0.765926 -0.2 0.3 0.2
H 3.398587 0.267339 0.608440 -0.3 0.0 -0.3
H 1.311247 2.173603 -0.253722 0.3 -0.3 0.0
H 3.044509 2.435408 -0.071724 -0.2 -0.3 -0.4
H 1.413362 4.209618 -1.502430 -0.2 0.2 -0.6
H -0.211281 3.646251 -1.853466 0.3 0.0 -0.3
H 0.706452 4.363870 -3.191395 0.3 -0.4 0.1
```
Forces are in eV/Å.

**Energy above the lowest of the compared OMol25 structures with the same formula, charge and spin**: 400.46 kJ/mol
**M**: 303.4 u
**Strongest force on any atom**: 2.9 eV/Å
**E_tot**: -36378.45364 eV
**Lowest unoccupied orbital energy**: -0.00194 Eh
**Kohn-Sham gap**: 7.73 eV
**Charge**: 0

Which charges does Löwdin predict for the atoms? In e, they are: 0.040, -0.118, -0.326, -0.173, 0.651, -0.275, -0.279, -0.131, -0.290, 0.055, -0.339, -0.106, 0.006, -0.131, -0.127, -0.163, -0.018, -0.550, 0.019, 0.130, 0.084, 0.071, 0.113, 0.130, 0.102, 0.111, 0.126, 0.072, 0.091, 0.118, 0.062, 0.071, 0.121, 0.114, 0.120, 0.113, 0.108, 0.131, 0.084, 0.089, 0.094